Computed, not measured: a structure of composition C42H44P2Zn in a non-equilibrium geometry, with ωB97M-V/def2-TZVPD.

Computed properties:
- lowest unoccupied orbital energy (alpha / beta) (eV) = -0.4 / -1.1
- molar mass (g/mol) = 676.15

Element x y z (Å)
1 Zn 1.224 1.555 1.109
2 C -0.314 -2.231 0.606
3 C 0.822 -1.787 1.159
4 C 2.186 -2.118 0.636
5 C 2.921 -1.189 -0.383
6 C 2.115 -0.643 -1.524
7 C 1.066 -1.251 -2.101
8 C 0.641 -2.659 -1.803
9 C -0.414 -2.948 -0.705
10 C -0.025 2.002 -0.572
11 H -1.254 -2.049 1.129
12 H 0.797 -1.168 2.070
13 H 2.168 -3.156 0.245
14 H 2.831 -2.102 1.543
15 H 3.471 -0.378 0.152
16 H 3.727 -1.799 -0.849
17 H 2.298 0.426 -1.701
18 H 0.423 -0.676 -2.780
19 H 1.539 -3.261 -1.642
20 H 0.143 -2.985 -2.726
21 H -1.437 -2.782 -1.073
22 H -0.293 -4.011 -0.475
23 H -1.108 2.058 -0.468
24 H 0.237 1.857 -1.620
25 H 0.374 2.988 -0.291
26 P 8.052 3.408 4.044
27 P 8.651 4.546 0.898
28 C 9.283 2.725 2.913
29 C 9.440 3.114 1.611
30 C 9.006 3.230 5.664
31 C 10.002 2.254 5.907
32 C 10.638 2.127 7.146
33 C 10.289 2.992 8.196
34 C 9.318 3.980 7.987
35 C 8.707 4.099 6.724
36 C 6.833 2.062 4.190
37 C 6.039 1.908 3.048
38 C 5.088 0.900 3.021
39 C 4.952 0.055 4.131
40 C 5.746 0.222 5.273
41 C 6.680 1.248 5.316
42 C 10.301 5.393 0.278
43 C 11.191 5.908 1.240
44 C 12.438 6.465 0.900
45 C 12.823 6.513 -0.449
46 C 11.965 6.011 -1.439
47 C 10.717 5.479 -1.066
48 C 8.044 3.956 -0.710
49 C 7.052 4.730 -1.317
50 C 6.505 4.317 -2.532
51 C 6.953 3.130 -3.122
52 C 7.950 2.353 -2.507
53 C 8.486 2.761 -1.295
54 H 9.873 1.865 3.262
55 H 10.169 2.589 0.970
56 H 10.271 1.549 5.123
57 H 11.398 1.352 7.306
58 H 10.774 2.903 9.168
59 H 9.036 4.664 8.803
60 H 7.962 4.873 6.569
61 H 6.168 2.567 2.193
62 H 4.461 0.765 2.139
63 H 4.237 -0.767 4.097
64 H 5.652 -0.447 6.127
65 H 7.297 1.411 6.193
66 H 10.926 5.877 2.294
67 H 13.115 6.857 1.672
68 H 13.802 6.909 -0.729
69 H 12.273 6.022 -2.494
70 H 10.065 5.102 -1.851
71 H 6.719 5.647 -0.839
72 H 5.730 4.926 -3.008
73 H 6.525 2.808 -4.070
74 H 8.306 1.439 -2.976
75 H 9.255 2.165 -0.811
76 C -2.356 -0.177 -0.472
77 C -3.665 -0.554 -0.770
78 C -4.762 -0.098 0.060
79 C -6.074 -0.424 -0.236
80 C -6.309 -1.267 -1.346
81 C -5.291 -1.761 -2.182
82 C -3.967 -1.410 -1.896
83 H -2.036 0.282 0.477
84 H -1.583 -0.342 -1.227
85 H -4.499 0.557 0.895
86 H -6.874 -0.101 0.453
87 H -7.318 -1.626 -1.439
88 H -5.558 -2.488 -2.987
89 H -3.181 -1.742 -2.591


Computed, not measured: a structure of composition C42H45ClN7O4W in a non-equilibrium geometry, with ωB97M-V/def2-TZVPD.

Computed properties:
- charge = +3
- lowest unoccupied orbital energy (eV) = -11.0
- molar mass (g/mol) = 931.16

Element x y z (Å)
1 W 1.713 -0.397 -1.874
2 C 0.257 5.019 -1.163
3 C -0.304 4.124 -2.068
4 C 0.393 2.966 -2.427
5 C 1.664 2.668 -1.908
6 C 2.187 3.569 -0.966
7 C 1.504 4.739 -0.611
8 N 2.226 1.489 -2.257
9 C 3.549 1.344 -2.534
10 C 4.426 2.398 -2.864
11 C 5.776 2.184 -3.162
12 C 6.294 0.896 -3.167
13 C 5.450 -0.176 -2.894
14 C 4.091 0.028 -2.586
15 N 3.266 -1.113 -2.446
16 N 3.203 -1.476 -1.251
17 C 2.213 -2.461 -1.128
18 C 2.563 -3.743 -0.717
19 C 1.569 -4.711 -0.603
20 C 0.254 -4.366 -0.892
21 C -0.011 -3.062 -1.279
22 N 0.933 -2.110 -1.399
23 H -0.279 5.915 -0.879
24 H -1.285 4.308 -2.491
25 H -0.064 2.263 -3.121
26 H 3.141 3.346 -0.492
27 H 1.948 5.416 0.111
28 H 4.044 3.416 -2.912
29 H 6.408 3.032 -3.403
30 H 7.337 0.724 -3.408
31 H 5.829 -1.192 -2.936
32 H 3.601 -3.974 -0.505
33 H 1.820 -5.721 -0.295
34 H -0.548 -5.091 -0.817
35 H -1.018 -2.734 -1.514
36 C 6.165 0.381 4.505
37 O 5.800 -0.236 3.280
38 C 4.715 0.285 2.627
39 C 3.944 1.353 3.051
40 C 2.861 1.776 2.276
41 C 2.526 1.139 1.061
42 C 1.341 1.619 0.236
43 C 0.496 2.785 0.694
44 O 1.019 1.088 -0.828
45 C 3.295 0.037 0.593
46 O 3.063 -0.595 -0.491
47 C 4.380 -0.345 1.423
48 H 7.040 -0.145 4.897
49 H 5.365 0.291 5.247
50 H 6.448 1.428 4.353
51 H 4.151 1.882 3.973
52 H 2.297 2.614 2.659
53 H 0.790 3.243 1.633
54 H -0.537 2.439 0.808
55 H 0.533 3.562 -0.076
56 H 4.992 -1.186 1.094
57 C -6.292 -1.487 0.624
58 C -5.859 -0.116 0.061
59 C -6.544 0.023 -1.330
60 C -6.487 0.982 0.953
61 C -4.269 0.049 -0.072
62 O -4.048 1.154 -0.985
63 C -3.534 0.502 1.231
64 C -3.563 -0.354 2.505
65 C -2.636 -1.542 2.533
66 C -1.246 -1.355 2.577
67 C -0.379 -2.450 2.606
68 C -0.898 -3.742 2.609
69 Cl 0.167 -5.092 2.647
70 C -2.275 -3.946 2.591
71 C -3.141 -2.850 2.562
72 C -3.626 -1.208 -0.740
73 N -2.403 -1.020 -1.496
74 C -1.158 -0.696 -1.055
75 N -0.300 -0.750 -2.047
76 C -1.077 -1.146 -3.096
77 N -2.362 -1.356 -2.805
78 H -7.386 -1.561 0.666
79 H -5.936 -1.658 1.638
80 H -5.947 -2.318 0.001
81 H -7.628 -0.121 -1.249
82 H -6.177 -0.717 -2.047
83 H -6.390 1.017 -1.763
84 H -7.581 0.908 0.955
85 H -6.233 1.986 0.600
86 H -6.166 0.896 1.995
87 H -4.458 1.959 -0.625
88 H -3.942 1.484 1.511
89 H -2.494 0.746 0.984
90 H -4.580 -0.650 2.766
91 H -3.257 0.291 3.342
92 H -0.824 -0.351 2.592
93 H 0.695 -2.289 2.629
94 H -2.680 -4.954 2.606
95 H -4.213 -3.032 2.563
96 H -4.328 -1.634 -1.465
97 H -3.436 -2.005 -0.019
98 H -0.922 -0.441 -0.036
99 H -0.693 -1.296 -4.096
100 H 1.673 -0.789 -3.575


Computed, not measured: a cluster of 2 separate species, C42H45N2OSi in total in a non-equilibrium geometry, with ωB97M-V/def2-TZVPD.

Computed properties:
- charge = +1
- lowest unoccupied orbital energy (eV) = -5.0
- molar mass (g/mol) = 621.92

Element x y z (Å)
1 C -0.025 -0.972 4.518
2 Si -1.852 -1.309 4.407
3 C -2.212 -2.983 3.694
4 C -2.754 -0.976 5.995
5 O -2.495 -0.143 3.406
6 C -2.782 0.015 2.036
7 C -1.741 -0.697 1.167
8 C -2.041 -1.801 0.364
9 C -1.132 -2.173 -0.630
10 C 0.104 -1.525 -0.716
11 C 0.520 -0.690 0.328
12 C -0.427 -0.231 1.240
13 C -4.266 -0.382 1.775
14 C -5.166 -0.514 2.840
15 C -6.453 -1.009 2.608
16 C -6.863 -1.327 1.312
17 C -5.996 -1.112 0.244
18 C -4.712 -0.610 0.474
19 C -2.615 1.589 1.838
20 C -3.760 2.392 2.478
21 C -4.603 2.954 1.322
22 C -3.822 2.693 0.028
23 N -2.623 1.962 0.434
24 C -1.541 1.924 -0.387
25 C -1.649 1.508 -1.687
26 C -0.905 2.034 -2.799
27 C -1.534 2.368 -4.029
28 C -0.819 3.047 -5.013
29 C 0.544 3.319 -4.831
30 C 1.186 2.927 -3.651
31 C 0.471 2.297 -2.638
32 H 0.432 -1.703 5.200
33 H 0.473 -1.046 3.542
34 H 0.153 0.036 4.917
35 H -2.096 -3.732 4.490
36 H -3.236 -3.046 3.303
37 H -1.517 -3.232 2.882
38 H -2.378 -1.625 6.795
39 H -2.622 0.070 6.301
40 H -3.830 -1.164 5.877
41 H -2.992 -2.335 0.464
42 H -1.394 -2.938 -1.361
43 H 0.709 -1.681 -1.604
44 H 1.555 -0.367 0.427
45 H -0.144 0.501 2.003
46 H -4.870 -0.239 3.859
47 H -7.127 -1.147 3.452
48 H -7.856 -1.741 1.131
49 H -6.290 -1.335 -0.779
50 H -4.033 -0.430 -0.362
51 H -1.652 1.878 2.300
52 H -4.333 1.829 3.223
53 H -3.274 3.212 3.027
54 H -5.584 2.470 1.268
55 H -4.789 4.018 1.471
56 H -4.410 2.104 -0.688
57 H -3.549 3.631 -0.472
58 H -0.564 2.225 0.001
59 H -2.478 0.829 -1.915
60 H -2.600 2.152 -4.163
61 H -1.317 3.389 -5.922
62 H 1.109 3.851 -5.597
63 H 2.247 3.142 -3.506
64 H 0.950 2.022 -1.691
65 C 7.588 -1.107 -3.382
66 N 6.270 -0.788 -2.829
67 C 6.198 0.285 -1.960
68 C 7.368 0.947 -1.545
69 C 7.373 1.651 -0.338
70 C 6.173 1.844 0.372
71 C 4.969 1.425 -0.173
72 C 4.940 0.610 -1.335
73 C 3.776 -0.054 -1.753
74 C 3.978 -1.332 -2.317
75 C 5.201 -1.636 -3.017
76 C 5.322 -2.877 -3.682
77 C 4.430 -3.910 -3.385
78 C 3.355 -3.686 -2.511
79 C 3.138 -2.419 -2.005
80 H 7.532 -1.953 -4.057
81 H 7.985 -0.259 -3.944
82 H 8.293 -1.347 -2.581
83 H 8.300 0.864 -2.113
84 H 8.316 2.046 0.049
85 H 6.207 2.329 1.349
86 H 4.017 1.618 0.326
87 H 2.783 0.307 -1.479
88 H 6.116 -3.076 -4.403
89 H 4.578 -4.899 -3.820
90 H 2.698 -4.508 -2.221
91 H 2.367 -2.246 -1.251


Computed, not measured: a structure of composition C42H46AsFIrO in a non-equilibrium geometry, with ωB97M-V/def2-TZVPD.

Computed properties:
- charge = +2
- ΔE to the lowest compared entry with this formula, charge and spin (kJ/mol) = 39.9
- lowest unoccupied orbital energy (alpha / beta) (eV) = -6.2 / -8.1
- spin multiplicity = 2
- molar mass (g/mol) = 852.97

Element x y z (Å)
1 Ir 0.518 -1.090 0.765
2 C 2.686 -2.389 3.044
3 C 1.257 -2.237 2.585
4 C 0.733 -3.181 1.654
5 C 1.635 -4.277 1.155
6 C -0.673 -3.211 1.370
7 C -1.235 -4.363 0.588
8 C -1.476 -2.177 1.845
9 C -2.896 -2.008 1.390
10 C -0.954 -1.236 2.808
11 C -1.874 -0.206 3.383
12 C 0.403 -1.252 3.166
13 C 0.973 -0.206 4.087
14 H 2.903 -3.441 3.221
15 H 2.863 -1.858 3.973
16 H 3.394 -2.022 2.302
17 H 1.749 -5.037 1.933
18 H 2.624 -3.898 0.911
19 H 1.236 -4.775 0.278
20 H -2.315 -4.409 0.659
21 H -0.840 -5.296 0.991
22 H -0.963 -4.321 -0.471
23 H -3.594 -2.387 2.141
24 H -3.090 -2.524 0.454
25 H -3.113 -0.950 1.241
26 H -2.887 -0.588 3.475
27 H -1.907 0.665 2.718
28 H -1.541 0.119 4.364
29 H 0.917 -0.526 5.130
30 H 0.429 0.731 3.995
31 H 2.013 -0.001 3.849
32 O -0.830 0.363 0.462
33 As -1.646 1.370 -0.664
34 C -3.043 2.087 0.407
35 C -4.298 1.485 0.379
36 C -5.297 1.957 1.219
37 C -5.040 3.019 2.075
38 C -3.789 3.622 2.093
39 C -2.784 3.160 1.257
40 C -2.472 0.466 -2.120
41 C -2.305 -0.901 -2.313
42 C -2.966 -1.525 -3.361
43 C -3.785 -0.787 -4.205
44 C -3.961 0.575 -3.999
45 C -3.312 1.207 -2.950
46 C -0.440 2.743 -1.194
47 C -0.439 3.246 -2.489
48 C 0.457 4.253 -2.823
49 C 1.337 4.746 -1.870
50 C 1.337 4.231 -0.579
51 C 0.453 3.221 -0.236
52 H -4.504 0.666 -0.299
53 H -6.279 1.502 1.196
54 H -5.824 3.389 2.722
55 H -3.601 4.462 2.749
56 H -1.818 3.649 1.257
57 H -1.647 -1.470 -1.668
58 H -2.835 -2.586 -3.525
59 H -4.293 -1.276 -5.025
60 H -4.607 1.145 -4.652
61 H -3.475 2.266 -2.781
62 H -1.115 2.857 -3.240
63 H 0.464 4.652 -3.828
64 H 2.028 5.536 -2.134
65 H 2.025 4.621 0.160
66 H 0.466 2.801 0.764
67 F 0.904 -1.815 -5.316
68 C 0.886 -1.675 -3.986
69 C 0.742 -2.797 -3.195
70 C 0.704 -2.642 -1.814
71 C 0.781 -1.380 -1.236
72 C 0.983 -0.275 -2.062
73 C 1.031 -0.414 -3.441
74 H 0.672 -3.773 -3.656
75 H 0.608 -3.530 -1.206
76 H 1.142 0.704 -1.638
77 H 1.187 0.438 -4.090
78 C 4.486 1.689 -1.159
79 C 4.565 0.921 0.167
80 C 5.607 -0.214 0.055
81 C 4.939 1.859 1.325
82 C 3.278 0.282 0.433
83 C 2.185 -0.266 0.589
84 H 5.450 2.157 -1.359
85 H 3.726 2.470 -1.114
86 H 4.247 1.018 -1.985
87 H 6.577 0.235 -0.163
88 H 5.356 -0.903 -0.751
89 H 5.691 -0.770 0.989
90 H 5.911 2.309 1.123
91 H 5.003 1.314 2.267
92 H 4.207 2.661 1.433


Computed, not measured: a structure of composition C42H46AsIrN4OSSb in a non-equilibrium geometry, with ωB97M-V/def2-TZVPD.

Computed properties:
- charge = +3
- ΔE to the lowest compared entry with this formula, charge and spin (kJ/mol) = 335.4
- lowest unoccupied orbital energy (alpha / beta) (eV) = -9.7 / -9.8
- molar mass (g/mol) = 1043.82

Element x y z (Å)
1 Ir 0.163 0.783 0.439
2 N 3.959 -0.023 1.639
3 C 4.301 -0.096 0.309
4 C 3.152 0.040 -0.403
5 N 2.105 0.184 0.482
6 C 2.636 0.149 1.711
7 C 1.701 0.302 2.789
8 N 0.477 0.640 2.400
9 C -0.311 0.730 3.526
10 C 0.468 0.429 4.599
11 N 1.728 0.160 4.119
12 H 4.610 -0.062 2.409
13 H 5.316 -0.245 -0.016
14 H 3.016 -0.003 -1.469
15 H -1.355 0.986 3.495
16 H 0.231 0.379 5.647
17 H 2.514 -0.121 4.687
18 O -1.571 -0.499 -0.548
19 S -2.650 0.136 -1.462
20 C -4.170 -0.652 -1.047
21 C -4.510 -0.953 0.269
22 C -5.780 -1.430 0.528
23 C -6.691 -1.597 -0.516
24 C -6.333 -1.307 -1.822
25 C -5.058 -0.827 -2.099
26 C -2.860 1.705 -0.615
27 C -3.546 2.749 -1.207
28 C -3.819 3.885 -0.453
29 C -3.423 3.964 0.877
30 C -2.701 2.928 1.455
31 C -2.410 1.794 0.701
32 H -3.792 -0.826 1.070
33 H -6.074 -1.660 1.543
34 H -7.688 -1.956 -0.300
35 H -7.041 -1.448 -2.627
36 H -4.766 -0.594 -3.116
37 H -3.890 2.674 -2.232
38 H -4.356 4.709 -0.905
39 H -3.683 4.832 1.467
40 H -2.413 2.983 2.497
41 H -1.953 0.919 1.184
42 C -0.637 4.527 -1.982
43 C -0.174 4.576 -0.531
44 As 0.904 3.072 0.064
45 C 1.760 3.715 1.687
46 C 2.675 4.920 1.470
47 C 2.311 2.991 -1.275
48 C 1.890 2.182 -2.505
49 H -1.325 5.351 -2.169
50 H -1.156 3.598 -2.220
51 H 0.197 4.643 -2.672
52 H -1.013 4.674 0.156
53 H 0.493 5.424 -0.360
54 H 2.318 2.872 2.100
55 H 0.963 3.949 2.397
56 H 3.419 4.739 0.694
57 H 3.211 5.140 2.392
58 H 2.113 5.815 1.206
59 H 3.193 2.574 -0.790
60 H 2.543 4.019 -1.557
61 H 1.556 1.171 -2.252
62 H 2.719 2.094 -3.208
63 H 1.068 2.660 -3.033
64 C 2.678 -5.208 3.668
65 C 1.439 -5.645 3.222
66 C 0.726 -4.899 2.293
67 C 1.257 -3.713 1.790
68 C 2.499 -3.276 2.253
69 C 3.212 -4.022 3.180
70 Sb 0.174 -2.618 0.332
71 C -1.068 -4.116 -0.466
72 C -2.451 -4.070 -0.332
73 C -3.220 -5.118 -0.822
74 C -2.606 -6.196 -1.441
75 C -1.223 -6.238 -1.572
76 C -0.446 -5.195 -1.089
77 C 1.586 -2.470 -1.244
78 C 2.888 -2.957 -1.161
79 C 3.716 -2.933 -2.277
80 C 3.255 -2.414 -3.480
81 C 1.955 -1.930 -3.572
82 C 1.126 -1.956 -2.458
83 H 3.228 -5.791 4.394
84 H 1.026 -6.571 3.597
85 H -0.240 -5.256 1.954
86 H 2.930 -2.362 1.860
87 H 4.189 -3.695 3.514
88 H -2.935 -3.231 0.153
89 H -4.296 -5.093 -0.716
90 H -3.206 -7.009 -1.828
91 H -0.747 -7.084 -2.049
92 H 0.631 -5.234 -1.200
93 H 3.258 -3.390 -0.239
94 H 4.718 -3.339 -2.213
95 H 3.901 -2.398 -4.347
96 H 1.583 -1.552 -4.516
97 H 0.108 -1.587 -2.544